ORCA calculation (ωB97M-V/def2-TZVPD) on one molecule with the formula C10H8N2O at a distorted geometry.

Bonds (Å) are listed after each position.
Atoms and positions in Å:
1 O -2.0928 -1.1650 -1.5198  C5 1.406, C12 1.399
2 N -1.1896 1.2018 0.8310  C11 1.224, C13 1.406
3 N 1.1873 -1.5436 -0.2696  C6 1.526, C7 1.229
4 C 1.0500 1.9850 0.6061  C9 1.460, C10 1.528, C13 1.573, H16 1.088
5 C -1.4996 -2.1884 -2.2793  O1 1.406, C8 1.341, H20 1.123
6 C -0.2352 -2.0506 -0.4863  N3 1.526, C8 1.521, C12 1.505, H18 1.080
7 C 1.1748 -0.5553 0.4605  N3 1.229, C9 1.275
8 C -0.4145 -2.8081 -1.7927  C5 1.341, C6 1.521, H21 1.153
9 C 1.5498 0.6233 0.7698  C4 1.460, C7 1.275, C10 1.492
10 C 1.7689 1.5814 1.8930  C4 1.528, C9 1.492, H14 1.098, H17 1.157
11 C -0.9817 0.2161 0.1363  N2 1.224, C12 1.303
12 C -1.2307 -0.9228 -0.4455  O1 1.399, C6 1.505, C11 1.303
13 C -0.4557 2.4004 0.7923  N2 1.406, C4 1.573, H15 1.147, H19 1.118
14 H 2.7749 2.0224 1.8985  C10 1.098
15 H -0.8984 3.0824 -0.0163  C13 1.147
16 H 1.5865 2.4423 -0.2229  C4 1.088
17 H 1.1347 1.4736 2.8545  C10 1.157
18 H -0.5142 -2.6427 0.3724  C6 1.080
19 H -0.6601 3.0947 1.6441  C13 1.118
20 H -2.2036 -2.4894 -3.1012  C5 1.123
21 H 0.1490 -3.7574 -2.1252  C8 1.153

The value obtained for the HOMO-LUMO gap is 8.277 eV. As for the molar mass: 172.19 g/mol. The value obtained for the HOMO energy is -7.868 eV. As for the SMILES: C1=N[C@@H]2C=COC2=C=NC[C@H]2CC=12.